Entry 1:
Molecular formula: C17H19N4O3Pd
Method: DFT, ωB97M-V with the def2-TZVPD basis set

For the energy, the calculation gives -33513.1286 eV. Its multiplicity is 3. The largest force on an atom is 0.81 eV Å⁻¹. The value obtained for the lowest unoccupied orbital energy (spin up / spin down) is -3.67 / -5.76 eV. Its charge is +1. The value obtained for the frontier orbital gap (spin up / spin down) is 7.2 / 5.5 eV.

Each line ends with the Löwdin charge.
Atoms and positions in Å:
Pd  -0.486  0.677  -0.289  0.798
O  -0.807  -4.045  -0.638  0.112
C  0.251  -4.166  -1.438  -0.246
C  0.723  -5.452  -1.675  0.005
C  1.808  -5.642  -2.501  -0.036
C  2.458  -4.562  -3.127  -0.069
C  2.004  -3.295  -2.903  -0.022
C  0.898  -3.062  -2.044  -0.083
C  0.464  -1.726  -1.747  -0.358
O  -0.456  -1.487  -0.960  -0.043
N  1.129  -0.674  -2.458  0.154
N  0.739  0.476  -1.988  -0.111
C  0.995  1.557  -2.690  0.023
C  0.515  2.828  -2.137  -0.255
C  0.955  4.044  -2.627  0.006
C  0.423  5.206  -2.088  -0.031
C  -0.543  5.106  -1.108  -0.018
C  -0.939  3.839  -0.674  -0.088
N  -0.414  2.728  -1.164  0.017
H  -1.007  -3.093  -0.544  0.085
H  0.215  -6.282  -1.198  0.130
H  2.167  -6.650  -2.671  0.117
H  3.306  -4.734  -3.777  0.110
H  2.482  -2.448  -3.378  0.109
H  1.491  1.497  -3.658  0.143
H  1.700  4.075  -3.416  0.128
H  0.754  6.175  -2.439  0.123
H  -0.997  5.992  -0.678  0.120
H  -1.697  3.709  0.083  0.119
C  -1.073  0.436  5.170  -0.024
N  -1.654  0.700  3.841  -0.121
C  -3.110  0.871  3.709  -0.011
C  -0.914  0.755  2.733  -0.489
C  0.558  0.502  2.818  0.009
O  -1.468  0.996  1.636  -0.107
H  -1.863  0.511  5.908  0.086
H  -0.311  1.169  5.424  0.093
H  -0.644  -0.563  5.234  0.099
H  -3.556  0.774  4.694  0.087
H  -3.527  0.119  3.045  0.096
H  -3.348  1.850  3.298  0.094
H  0.952  0.471  3.829  0.071
H  1.069  1.272  2.254  0.084
H  0.761  -0.452  2.341  0.093



Entry 2:
Molecular formula: C17H19N4O5ReSSe2
Method: DFT, ωB97M-V with the def2-TZVPD basis set

For the energy, the calculation gives -177786.8164 eV. Its multiplicity is 2. For the energy relative to the best compared isomer or geometry (same formula, charge and spin), the calculation gives 0.068 eV. The largest force on an atom is 0.84 eV Å⁻¹. The value obtained for the lowest unoccupied orbital energy (spin up / spin down) is -4.11 / -5.23 eV. Its charge is +1. The value obtained for the frontier orbital gap (spin up / spin down) is 6.8 / 5.8 eV.

Each line ends with the Löwdin charge.
Atoms and positions in Å:
Re  -0.442  -0.128  -0.060  1.063
C  2.479  -2.650  -2.095  0.004
C  1.699  -1.755  -1.196  -0.228
N  0.421  -1.590  -1.255  -0.134
N  -0.299  -2.327  -2.177  0.039
C  -1.556  -2.388  -1.826  -0.752
N  -2.410  -3.058  -2.606  0.119
S  -2.209  -1.682  -0.344  0.637
C  2.319  -1.047  -0.070  -0.188
C  3.685  -1.035  0.146  0.030
C  4.186  -0.413  1.272  -0.001
C  3.306  0.179  2.167  -0.007
C  1.961  0.150  1.886  -0.131
N  1.459  -0.454  0.795  -0.103
H  1.806  -3.198  -2.743  0.076
H  3.079  -3.359  -1.521  0.100
H  3.159  -2.058  -2.712  0.106
H  -2.078  -3.482  -3.457  0.121
H  -3.386  -3.105  -2.378  0.100
H  4.343  -1.498  -0.576  0.127
H  5.254  -0.384  1.451  0.129
H  3.655  0.670  3.065  0.126
H  1.244  0.621  2.540  0.074
O  -0.175  4.193  -4.600  0.199
C  -0.186  3.313  -3.802  -0.211
C  0.949  2.973  -2.790  -0.245
O  2.055  3.426  -2.751  0.163
C  0.338  1.935  -1.915  -0.271
C  -0.905  1.578  -2.329  -0.274
O  -1.509  0.672  -1.605  -0.241
C  -1.360  2.326  -3.526  -0.250
O  -2.378  2.213  -4.143  0.165
O  0.794  1.347  -0.850  -0.162
C  0.031  -0.921  3.986  -0.335
Se  -0.986  -1.393  2.389  0.960
C  -2.580  -0.353  2.769  -0.500
C  -2.185  1.094  2.931  -0.503
Se  -1.296  1.843  1.372  1.004
C  -2.844  2.556  0.433  -0.302
H  -0.548  -1.257  4.844  0.050
H  0.246  0.141  4.069  0.019
H  0.968  -1.475  3.942  0.041
H  -3.070  -0.723  3.669  0.091
H  -3.237  -0.534  1.921  0.039
H  -1.447  1.215  3.719  0.044
H  -3.033  1.729  3.181  0.089
H  -3.337  3.269  1.089  0.042
H  -3.508  1.750  0.137  0.046
H  -2.474  3.073  -0.447  0.034



Entry 3:
Molecular formula: C17H19N5O2S2
Method: DFT, ωB97M-V with the def2-TZVPD basis set

For the energy, the calculation gives -51153.8772 eV. The SMILES is CCOC(=O)CSc1nnc(CNc2nc(-c3ccccc3)cs2)n1C. For the energy relative to the best compared isomer or geometry (same formula, charge and spin), the calculation gives 0.026 eV. The largest force on an atom is 1.32 eV Å⁻¹. The value obtained for the lowest unoccupied orbital energy is 0.54 eV. The value obtained for the frontier orbital gap is 8.6 eV.

Each line ends with the Löwdin charge.
Atoms and positions in Å:
C  -1.059  2.286  -0.763  -0.043
C  -2.061  1.145  -0.682  -0.184
O  -2.203  0.698  0.668  -0.061
C  -3.003  1.394  1.462  -0.568
O  -3.703  2.308  1.119  0.115
C  -2.954  0.903  2.898  -0.340
S  -1.930  -0.571  3.114  0.995
C  -0.386  0.161  2.803  -0.630
N  -0.124  1.439  2.809  0.035
N  1.179  1.580  2.522  0.073
C  1.697  0.396  2.353  -0.316
C  3.117  0.138  1.976  -0.115
N  3.534  0.987  0.876  0.000
C  2.822  0.887  -0.278  -0.642
N  2.020  -0.071  -0.573  0.119
C  1.490  0.068  -1.831  -0.351
C  0.520  -0.910  -2.306  -0.186
C  -0.257  -0.681  -3.443  -0.042
C  -1.188  -1.616  -3.853  -0.083
C  -1.365  -2.790  -3.137  -0.089
C  -0.599  -3.026  -2.007  -0.077
C  0.335  -2.095  -1.596  -0.030
C  1.928  1.168  -2.505  -0.369
S  3.034  2.090  -1.552  1.039
N  0.735  -0.564  2.517  -0.046
C  0.844  -1.987  2.403  -0.026
H  -1.448  3.164  -0.254  0.082
H  -0.127  1.994  -0.285  0.062
H  -0.865  2.531  -1.803  0.077
H  -3.040  1.464  -1.054  0.126
H  -1.715  0.270  -1.235  0.108
H  -2.539  1.698  3.520  0.090
H  -3.958  0.657  3.242  0.092
H  3.781  0.332  2.822  0.130
H  3.232  -0.901  1.659  0.114
H  3.782  1.931  1.136  0.127
H  -0.139  0.235  -4.001  0.107
H  -1.783  -1.427  -4.734  0.103
H  -2.096  -3.516  -3.459  0.101
H  -0.732  -3.939  -1.446  0.102
H  0.941  -2.271  -0.722  0.087
H  1.689  1.496  -3.495  0.064
H  1.445  -2.238  1.529  0.076
H  1.307  -2.412  3.297  0.102
H  -0.156  -2.404  2.288  0.071



Entry 4:
Molecular formula: C17H19N5OS3
Method: DFT, ωB97M-V with the def2-TZVPD basis set

For the energy, the calculation gives -59941.1751 eV. The SMILES is Cc1nnc(SCC(=O)Nc2nsc(-c3ccc(C(C)(C)C)cc3)n2)s1. For the energy relative to the best compared isomer or geometry (same formula, charge and spin), the calculation gives 0.477 eV. The largest force on an atom is 2.21 eV Å⁻¹. The value obtained for the lowest unoccupied orbital energy is -0.18 eV. The value obtained for the frontier orbital gap is 8.7 eV.

Each line ends with the Löwdin charge.
Atoms and positions in Å:
C  -1.569  1.417  -1.817  -0.076
C  -2.364  0.154  -1.637  -0.657
N  -2.157  -0.865  -2.414  0.008
N  -2.859  -1.942  -2.021  -0.047
C  -3.527  -1.740  -0.907  -0.963
S  -4.312  -3.098  -0.124  0.937
C  -3.455  -3.182  1.492  -0.371
C  -2.827  -4.541  1.641  -0.525
O  -3.428  -5.402  2.255  0.065
N  -1.734  -4.986  0.932  0.154
C  -0.883  -4.225  0.170  -0.527
N  -0.292  -4.788  -0.836  -0.209
S  0.686  -3.639  -1.612  1.035
C  0.236  -2.465  -0.415  -0.540
C  0.836  -1.109  -0.186  -0.196
C  0.437  -0.319  0.910  -0.025
C  0.984  0.954  1.135  -0.033
C  1.895  1.548  0.263  -0.177
C  2.351  3.014  0.409  -0.527
C  3.706  3.268  -0.292  -0.059
C  1.232  3.838  -0.302  -0.051
C  2.402  3.470  1.901  -0.053
C  2.288  0.775  -0.856  -0.015
C  1.804  -0.532  -1.054  -0.017
N  -0.608  -2.922  0.432  0.123
S  -3.419  -0.125  -0.286  1.047
H  -1.552  1.661  -2.899  0.095
H  -0.554  1.296  -1.404  0.059
H  -2.055  2.234  -1.259  0.073
H  -4.247  -3.159  2.213  0.069
H  -2.792  -2.329  1.701  0.074
H  -1.671  -6.000  0.797  0.172
H  -0.311  -0.622  1.640  0.108
H  0.579  1.479  2.003  0.109
H  4.459  2.541  0.035  0.089
H  4.101  4.242  -0.020  0.077
H  3.641  3.203  -1.399  0.084
H  1.290  4.923  -0.072  0.089
H  0.220  3.501  -0.012  0.079
H  1.291  3.744  -1.396  0.084
H  3.109  2.836  2.498  0.102
H  2.633  4.550  1.966  0.089
H  1.432  3.290  2.369  0.061
H  2.892  1.155  -1.625  0.088
H  2.110  -1.104  -1.918  0.099